No. 1
Here is C24H66CrN8O12 as an isolated structure from the Open Molecules 2025 dataset. Energies are from ωB97M-V/def2-TZVPD.

The geometry in XYZ format:
```
111
Properties=species:S:1:pos:R:3:forces:R:3
Cr 0.518825 1.289737 4.324287 -1.13 -1.75 0.01
N -0.319768 -0.571769 1.604733 -0.59 -0.11 -0.78
O -0.317833 0.076903 2.653208 -0.72 2.40 2.23
O -1.136791 -0.343250 0.718034 -0.41 0.48 -0.14
O 0.505502 -1.439630 1.497661 1.77 -1.63 -0.08
N -0.816236 -0.710494 6.435107 -1.59 -2.79 1.33
O -1.785757 -1.405424 6.720512 -0.42 0.60 -0.38
O 0.213217 -0.827446 7.031599 2.82 0.48 1.05
O -0.896942 0.064829 5.461632 0.51 3.19 -3.13
C 1.676735 -2.870948 -3.206727 1.04 -0.32 -0.75
C 1.728297 -1.976342 -2.001049 -0.89 0.09 0.36
C 1.625451 -0.458852 -2.340073 1.44 -1.10 0.10
O 2.732194 -0.038021 -3.162108 -1.10 -1.61 0.74
C 2.873877 1.330004 -3.153797 0.52 0.04 -0.77
N 0.617191 -2.359308 -1.126669 -0.50 0.35 -0.32
H 1.754313 -3.925728 -2.943062 -0.72 0.00 0.37
H 2.591154 -2.777427 -3.792551 -0.03 0.59 -0.38
H 0.815668 -2.678876 -3.846871 -0.06 -0.08 0.05
H 2.594079 -2.278246 -1.411673 0.52 0.82 -0.34
H 1.678707 0.080069 -1.394114 -0.03 0.23 0.34
H 0.659891 -0.234915 -2.793561 -0.10 -0.03 -0.23
H 3.217126 1.690703 -2.184167 0.01 0.27 0.26
H 1.939207 1.810177 -3.443506 -0.06 0.40 -0.05
H 3.649605 1.469498 -3.906703 -0.03 0.79 0.06
H -0.225952 -2.012145 -1.561054 -0.18 -0.33 -0.43
H 0.585733 -1.805176 -0.282836 0.56 -0.21 0.28
C 3.208152 2.412215 1.119508 -0.25 -0.58 -0.16
C 2.254094 1.669500 2.117912 2.19 -0.33 -0.84
C 3.066111 0.705037 3.046283 -0.20 0.31 -1.98
O 2.231623 0.078371 4.005396 0.79 -1.25 0.34
C 2.818690 -1.224906 4.385509 -0.18 -0.31 0.83
N 1.612453 2.694964 2.915657 -0.62 -0.50 1.05
H 2.670270 3.056896 0.424408 -0.44 -0.02 0.31
H 3.768131 1.756752 0.452510 0.18 -0.30 0.36
H 3.892439 3.073735 1.650774 0.23 -0.15 0.16
H 1.511703 1.115943 1.543001 0.07 -0.10 0.26
H 3.934048 1.157081 3.526324 -0.11 0.47 0.19
H 3.479507 -0.018635 2.343787 -0.07 -0.43 0.15
H 2.326136 -1.680592 5.244497 -0.50 0.75 0.06
H 3.860574 -1.111188 4.684921 0.04 0.48 -0.16
H 2.778455 -2.010400 3.630869 -0.29 0.69 -0.73
H 1.137408 3.268878 2.233704 -0.89 0.39 -0.39
H 2.388369 3.310028 3.114997 0.11 0.30 1.06
C -0.401823 2.670898 -0.548462 -0.85 -1.36 -0.59
C -0.069806 4.085631 -0.576175 -1.30 1.49 -0.33
C -1.337215 4.992715 -0.823416 1.80 0.67 -0.79
O -0.886349 6.364914 -0.860613 0.59 -0.48 0.68
C -1.842024 7.354220 -1.205392 0.21 -0.61 -0.10
N 0.466689 4.400303 0.732583 0.36 1.10 -0.02
H 0.545165 2.132600 -0.509033 -0.31 -0.52 -0.09
H -0.995375 2.430138 -1.430412 0.27 -0.56 -0.16
H -1.027316 2.420400 0.308347 0.08 -0.15 0.23
H 0.655309 4.241154 -1.375001 0.16 0.47 0.14
H -2.019081 4.835843 0.012379 -0.49 -0.07 -0.13
H -1.739961 4.786597 -1.815079 -0.53 -0.38 0.13
H -2.156243 7.164403 -2.231714 -0.51 0.09 -0.02
H -1.374048 8.338487 -1.187079 0.22 -0.19 0.15
H -2.664224 7.346818 -0.489826 -0.30 0.02 -0.16
H -0.341419 4.304776 1.330857 -0.35 -0.13 0.48
H 0.536076 5.404939 0.655134 0.65 0.63 0.60
C 4.299659 -2.969213 0.590986 -0.75 -0.56 -1.19
C 3.236659 -4.123281 0.368110 1.16 0.53 0.56
C 3.850832 -5.538896 0.223992 -1.51 1.10 -0.22
O 4.651324 -5.760599 -0.910566 0.73 0.19 0.57
C 3.998879 -5.542305 -2.135732 0.44 0.34 -0.20
N 2.320185 -4.087373 1.478894 -0.71 -0.55 0.48
H 3.715067 -2.060012 0.450674 0.20 0.35 0.13
H 5.125253 -2.952823 -0.120515 -0.02 -0.10 -0.20
H 4.741531 -2.955067 1.587311 -0.23 -0.35 0.16
H 2.546630 -3.954093 -0.458534 0.54 0.30 -0.39
H 2.982833 -6.186919 0.102592 -0.13 -0.38 0.65
H 4.367413 -5.670951 1.174679 0.50 -0.77 -0.35
H 4.707365 -5.856716 -2.902072 -0.16 -0.07 -0.04
H 3.784511 -4.485518 -2.294943 0.02 0.15 0.00
H 3.058562 -6.080768 -2.253908 -0.12 -0.31 0.22
H 2.730637 -4.209395 2.393633 0.30 -0.04 0.00
H 1.806052 -3.218066 1.470929 -0.24 -0.07 0.04
C -4.133262 -0.057348 1.924141 -0.23 -1.10 0.94
C -4.673641 1.066760 1.066434 0.76 -1.38 0.75
C -4.594109 2.403395 1.789866 0.11 -0.77 -0.83
O -5.263999 3.350897 0.996810 0.54 0.14 -0.56
C -4.982210 4.622293 1.474199 -0.78 0.82 0.99
N -3.903750 1.000148 -0.210140 -0.92 1.30 0.41
H -4.118721 -0.999694 1.376535 0.29 0.17 -0.48
H -4.826006 -0.332938 2.719288 -0.08 0.48 0.37
H -3.150049 0.061835 2.379308 0.08 0.34 -0.18
H -5.714606 0.755137 0.980404 -0.17 0.53 -0.93
H -3.525505 2.607620 1.856716 0.42 0.47 0.03
H -4.978035 2.435546 2.809508 -0.28 -0.39 0.16
H -5.413305 4.706375 2.471793 -0.14 0.18 0.40
H -5.465846 5.407623 0.893293 0.18 -0.26 -0.38
H -3.924549 4.833405 1.631927 0.37 -0.08 -0.47
H -2.916250 1.026027 0.000271 0.39 -0.63 0.59
H -3.995690 1.919760 -0.617513 -0.54 0.31 -0.66
C -3.801894 -1.877684 -1.989995 -0.12 -1.71 -0.85
C -2.441363 -1.906811 -2.659030 0.72 1.21 0.53
C -2.320743 -1.951651 -4.204764 -1.29 -1.14 0.14
O -2.840415 -3.194621 -4.815673 -0.56 2.55 0.26
C -2.364194 -4.365033 -4.255749 -0.14 -0.39 0.13
N -1.906641 -0.629354 -2.171267 1.64 0.99 -0.55
H -4.290718 -2.829822 -2.196303 -0.78 0.17 0.13
H -4.340539 -0.994571 -2.333620 -0.35 -0.32 -0.12
H -3.643770 -1.754440 -0.918587 -0.09 -0.17 -0.07
H -1.781804 -2.667310 -2.241018 -0.33 -0.31 0.05
H -1.329273 -1.806107 -4.633599 0.40 0.04 0.68
H -2.919196 -1.107288 -4.546815 -0.29 -0.25 -0.48
H -2.824745 -5.165778 -4.834377 0.43 -0.14 -0.16
H -2.718302 -4.522991 -3.237055 0.17 0.10 0.34
H -1.274842 -4.370817 -4.292902 0.21 -0.45 0.09
H -1.673083 -0.703223 -1.191420 0.33 -0.34 0.11
H -2.636353 0.066215 -2.109606 -0.34 0.03 -0.51
```
Forces are in eV/Å.

Computed properties:
charge = 0
gap between HOMO and LUMO (alpha / beta) = 6.5 / 6.9 eV
F_max = 4.49 eV/A
⟨S²⟩ = 6.012
HOMO level (alpha / beta) = -8.49 / -8.49 eV
2S+1 = 5

---

No. 2
Here is C21H17BrF2N4O5RuSe as an isolated structure from the Open Molecules 2025 dataset. Energies are from ωB97M-V/def2-TZVPD.

The geometry in XYZ format:
```
52
Properties=species:S:1:pos:R:3:forces:R:3
Ru -0.131044 0.040447 0.064056 -0.04 -0.46 0.16
O 5.174023 0.031980 3.364697 -0.03 0.00 -0.02
C 4.026448 0.034915 2.681034 0.08 0.00 0.05
C 2.903168 0.768645 3.058577 -0.01 -0.01 -0.02
C 1.782711 0.696647 2.271774 0.09 -0.03 0.00
N 1.696723 -0.043554 1.147135 0.03 0.05 0.09
C 2.788317 -0.753421 0.811740 -0.09 0.08 0.06
Br 2.693865 -1.821158 -0.720025 -0.03 -0.04 -0.05
C 3.960489 -0.744668 1.533741 -0.04 -0.01 -0.03
H 5.121700 0.603234 4.140417 0.01 0.00 0.00
H 2.905360 1.387936 3.945220 -0.02 0.01 0.00
H 0.900148 1.256699 2.532470 -0.01 0.01 -0.01
H 4.809600 -1.331391 1.218568 0.00 0.00 0.00
F 0.684699 2.162867 -0.882366 -0.06 0.20 0.05
C -0.367130 2.001096 0.006698 0.21 -0.38 -0.12
F -0.102055 2.743881 1.111254 -0.01 0.03 0.05
H -1.273688 2.373340 -0.472164 -0.06 -0.01 0.08
O -1.839292 0.016504 -1.106447 -0.29 0.10 -0.21
C -1.314521 -0.703089 -2.019873 0.09 -0.01 -0.07
O -0.115254 -1.062115 -1.860009 -0.02 0.26 0.03
C -2.085455 -1.092775 -3.217999 -0.03 -0.03 -0.04
C -3.333104 -0.530102 -3.473198 0.03 0.00 0.00
C -4.044848 -0.895562 -4.603818 -0.01 -0.01 -0.03
C -3.517395 -1.829833 -5.484243 0.01 0.03 0.05
C -2.275287 -2.369973 -5.206583 0.01 -0.09 -0.05
C -1.538622 -2.020736 -4.095249 -0.03 0.03 0.04
N -1.706938 -3.366719 -6.144752 0.03 0.14 -0.02
O -0.617381 -3.822562 -5.874182 0.00 -0.05 0.01
O -2.364980 -3.644354 -7.122647 -0.02 -0.05 0.00
H -3.726735 0.210778 -2.790655 0.00 0.01 0.01
H -5.009377 -0.452117 -4.808281 0.00 0.00 0.00
H -4.045110 -2.138435 -6.374433 0.00 0.00 0.00
H -0.567975 -2.457678 -3.914759 0.00 0.00 -0.01
C -4.456892 -0.684699 0.391525 0.05 0.05 0.01
N -4.011784 0.365312 1.298017 0.03 -0.10 0.09
C -2.872121 0.390299 1.993861 0.08 0.14 -0.33
Se -1.415527 -0.822140 1.919779 0.09 0.29 0.25
N -2.866028 1.499474 2.749088 -0.04 -0.09 -0.02
C -4.032712 2.224263 2.541530 0.05 0.02 0.07
C -4.501447 3.418207 3.073632 -0.02 0.01 -0.01
C -5.737151 3.843475 2.627870 0.01 0.00 0.01
C -6.479647 3.106432 1.692853 0.00 -0.02 -0.02
C -6.011459 1.917773 1.168589 -0.01 0.03 0.01
C -4.764928 1.496048 1.613983 -0.02 -0.07 -0.03
H -3.682314 -1.442443 0.335713 -0.02 -0.01 -0.01
H -4.612216 -0.259777 -0.596823 -0.01 -0.02 0.00
H -5.382447 -1.113604 0.771047 0.00 -0.01 -0.01
H -2.108393 1.729000 3.370989 0.02 0.04 -0.03
H -3.932524 3.985132 3.797218 0.00 0.00 0.00
H -6.146726 4.768179 3.009677 0.00 0.00 0.00
H -7.443785 3.480319 1.377809 0.00 0.00 0.00
H -6.585891 1.348188 0.451597 0.00 0.00 0.00
```
Forces are in eV/Å.

Computed properties:
charge = +1
gap between HOMO and LUMO (alpha / beta) = 7.9 / 8.2 eV
F_max = 0.49 eV/A
⟨S²⟩ = 0.759
HOMO level (alpha / beta) = -11.50 / -11.79 eV
2S+1 = 2
energy relative to the best compared isomer or geometry (same formula, charge and spin) = 45.6 kJ/mol

---

No. 3
Here is a 11-piece molecular cluster, ClH20O14 overall from the Open Molecules 2025 dataset. Energies are from ωB97M-V/def2-TZVPD.

The geometry in XYZ format:
```
35
Properties=species:S:1:pos:R:3:forces:R:3
Cl -0.405194 0.691352 1.078630 -0.59 1.26 0.21
O 1.033022 0.981901 0.684723 -3.33 -0.81 1.02
O -0.437184 -0.028610 2.361685 0.29 0.56 -1.26
O -1.104587 1.998623 1.276289 1.40 -2.42 -0.48
O -1.119745 -0.123341 0.040453 2.20 1.65 2.20
O -3.156459 -1.166059 -1.395879 -1.50 -1.60 -0.61
H -2.354453 -0.843962 -1.026047 0.89 0.49 0.49
H -3.148995 -2.128135 -1.208821 0.08 0.94 -0.14
O 1.788938 -1.258554 -0.758892 -0.01 -0.81 -1.45
H 2.236363 -0.412350 -0.771002 0.27 0.69 -0.35
H 1.813235 -1.510542 0.144882 0.38 -0.29 1.87
O 1.470875 -1.896499 1.938659 0.87 -0.91 -0.15
H 0.918201 -1.232072 2.354708 -0.59 0.27 0.07
H 0.973089 -2.721023 1.904683 -0.10 0.27 0.12
O 3.129733 1.180803 -0.878917 0.10 0.25 -1.11
H 2.495396 1.453468 -0.187328 0.15 0.27 -0.94
H 2.797626 1.440396 -1.781579 0.06 -0.26 1.68
O -3.290484 1.726059 -0.394030 -1.13 0.08 -0.53
H -2.705429 1.709403 0.350928 0.72 0.28 0.57
H -3.989299 1.117534 -0.132969 0.01 -0.13 -0.30
O 0.027470 0.518324 -2.460220 0.03 -0.06 0.26
H -0.253437 0.239464 -1.574029 0.11 0.42 0.06
H -0.198107 -0.287008 -2.918402 0.03 -0.35 -0.69
O 0.135554 3.320994 -1.165778 0.89 1.46 -0.54
H 1.070588 3.583934 -1.229536 -0.52 0.20 0.01
H 0.237963 2.450208 -0.828961 -0.28 -1.28 0.43
O -2.277839 -3.166954 1.354600 -0.25 0.19 -1.42
H -1.667522 -3.264017 2.066610 0.59 0.00 0.78
H -1.722876 -2.853023 0.593824 -0.31 -0.20 0.69
O -0.410124 -2.702150 -0.756184 -0.23 0.08 0.38
H 0.377184 -2.120781 -0.606659 -0.52 -0.18 -0.68
H -0.094805 -3.593050 -0.900289 0.26 -0.14 -0.13
O 2.633868 3.300150 1.429801 1.32 1.01 -0.64
H 3.332011 2.665355 1.585145 0.18 -0.20 0.05
H 1.865424 2.930161 1.809902 -1.46 -0.73 0.55
```
Forces are in eV/Å.

Computed properties:
charge = -1
gap between HOMO and LUMO = 10.0 eV
F_max = 3.57 eV/A
HOMO level = -7.39 eV
energy relative to the best compared isomer or geometry (same formula, charge and spin) = 105.6 kJ/mol

---

No. 4
Here is C29H26AlAs2Br3NO as an isolated structure from the Open Molecules 2025 dataset. Energies are from ωB97M-V/def2-TZVPD.

The geometry in XYZ format:
```
63
Properties=species:S:1:pos:R:3:forces:R:3
Al -0.110326 0.040496 0.264670 0.20 0.22 -0.77
Br -2.647058 -0.140036 0.164773 -0.61 0.38 0.23
C -2.854675 1.782144 0.425318 -0.51 -0.09 0.03
C -4.107797 2.279972 0.637229 0.24 -0.49 -0.11
C -4.272481 3.668898 0.765704 0.14 0.22 -0.02
C -3.191732 4.498484 0.674118 -0.16 -0.08 0.04
C -1.892834 3.977892 0.491310 0.07 -0.29 -0.05
C -0.763823 4.820890 0.435613 0.23 -0.02 0.01
C 0.491858 4.295641 0.308279 -0.19 0.36 0.05
C 0.666961 2.906318 0.234103 -0.17 -0.64 -0.08
C -0.392198 2.018095 0.233314 0.42 -0.14 0.01
C -1.693287 2.572204 0.369571 0.23 0.08 -0.10
H -4.961892 1.626156 0.699884 -0.10 -0.10 -0.01
H -5.262138 4.064174 0.929786 -0.09 0.05 0.00
H -3.312127 5.569670 0.751364 -0.03 0.07 0.03
H -0.918138 5.886122 0.522629 0.04 0.12 -0.02
H 1.352897 4.948371 0.280789 0.04 0.05 0.03
H 1.679817 2.515157 0.198887 -0.02 0.13 -0.05
C 3.639748 1.130682 -0.988548 -0.18 0.15 0.11
As 2.405152 -0.263844 -0.365044 0.99 -0.17 -0.25
C 3.564602 -1.226826 0.880520 -0.07 -0.02 0.14
C 2.471598 -1.389589 -1.959978 -0.21 0.11 0.10
C 3.568899 -2.197302 -2.231417 0.10 0.01 0.19
C 3.616596 -2.949610 -3.392518 0.08 0.00 0.05
C 2.588757 -2.864378 -4.314700 0.04 0.02 -0.06
C 1.500750 -2.048733 -4.059751 -0.22 0.10 -0.15
C 1.416346 -1.327155 -2.875742 -0.02 -0.06 0.21
As -0.142514 -0.248880 -2.401272 -0.09 0.07 -1.01
C 0.201556 1.225584 -3.641137 -0.12 0.13 0.12
C -1.661082 -1.104514 -3.330819 0.03 -0.01 0.19
H 4.493258 0.675903 -1.493133 -0.10 -0.08 0.10
H 3.989279 1.732701 -0.145380 -0.08 -0.10 -0.08
H 3.116548 1.781752 -1.692125 0.05 -0.05 0.07
H 4.610272 -1.130186 0.585437 -0.09 0.01 -0.07
H 3.298845 -2.285367 0.930559 -0.06 0.12 -0.08
H 3.448505 -0.798877 1.877783 -0.05 0.03 -0.08
H 4.395173 -2.251473 -1.530136 -0.05 0.00 -0.04
H 4.463754 -3.589580 -3.581904 0.10 -0.06 -0.03
H 2.644414 -3.422365 -5.236947 -0.03 -0.05 -0.08
H 0.720345 -1.966874 -4.808169 -0.02 -0.06 0.05
H 0.308051 0.829863 -4.653765 -0.04 -0.03 0.14
H 1.125867 1.730134 -3.361663 -0.03 -0.03 0.04
H -0.613596 1.949856 -3.615304 0.03 -0.07 0.05
H -1.343455 -1.720358 -4.174228 0.04 0.12 0.09
H -2.317063 -0.310775 -3.698611 0.13 -0.06 0.07
H -2.239443 -1.720944 -2.635919 0.15 0.11 -0.09
Br 0.696283 -0.418786 4.973002 -0.04 -0.29 -0.10
C 0.562666 -1.838150 3.732822 -0.04 0.56 -0.41
C 0.754325 -3.168033 4.130974 -0.01 -0.39 -0.21
C 0.709959 -4.185933 3.210535 0.09 -0.07 0.32
Br 1.037988 -5.973193 3.773499 -0.08 0.28 -0.02
C 0.449899 -3.925079 1.844188 0.03 0.35 0.04
C 0.400468 -4.886944 0.822459 -0.08 0.24 -0.39
C 0.133938 -4.474984 -0.461104 0.02 -0.27 0.21
C -0.108563 -3.127358 -0.730808 -0.07 0.08 -0.05
N -0.041887 -2.187797 0.193088 -0.09 0.21 -0.17
C 0.242846 -2.573509 1.463532 0.04 -0.47 0.52
C 0.309957 -1.521028 2.410798 0.01 0.17 0.21
O 0.128537 -0.297454 1.949842 0.13 -0.15 1.03
H 0.938972 -3.380582 5.172350 0.06 -0.04 0.06
H 0.564352 -5.928250 1.049622 0.04 -0.09 0.02
H 0.100593 -5.180107 -1.274344 -0.06 -0.11 -0.09
H -0.368643 -2.836600 -1.740429 0.05 0.04 0.08
```
Forces are in eV/Å.

Computed properties:
charge = +1
gap between HOMO and LUMO = 7.4 eV
F_max = 1.05 eV/A
HOMO level = -10.61 eV
energy relative to the best compared isomer or geometry (same formula, charge and spin) = 64.3 kJ/mol

---

no.,electronic energy (eV)
1,-90858.6306
2,-181649.3851
3,-41507.6376
4,-372432.2999